Entry 1:
Density functional theory data (wB97M-V/def2-TZVPD) for 11 unconnected molecules or ions with the total composition C41H63F3O22S at a distorted geometry.

Summary:
2S+1   2
Net charge   +1
Kohn-Sham gap (alpha / beta)   6.902 / 2.178 eV

XYZ file:
```
130
C41H63F3O22S wB97M-V/def2-TZVPD
F -6.659 -16.027 -15.584
C -6.328 -16.288 -16.833
C -7.110 -17.177 -17.522
C -6.765 -17.513 -18.858
C -5.589 -16.985 -19.486
C -4.882 -15.984 -18.773
C -5.273 -15.669 -17.498
H -7.923 -17.737 -17.083
H -7.373 -18.192 -19.437
H -5.293 -17.428 -20.425
H -3.991 -15.573 -19.224
H -4.646 -15.037 -16.886
F 2.558 -16.590 -22.641
C 1.404 -17.136 -23.227
C 1.486 -18.169 -24.207
C 0.383 -18.591 -24.912
C -0.870 -18.089 -24.487
C -1.015 -17.198 -23.411
C 0.156 -16.697 -22.741
H 2.493 -18.508 -24.400
H 0.531 -19.306 -25.708
H -1.760 -18.386 -25.021
H -1.938 -16.822 -22.994
H 0.041 -15.962 -21.958
F 2.759 -11.323 -18.046
C 2.075 -10.828 -19.096
C 0.932 -10.096 -18.891
C 0.178 -9.743 -20.045
C 0.681 -10.053 -21.350
C 1.907 -10.663 -21.524
C 2.596 -11.081 -20.388
H 0.686 -9.948 -17.850
H -0.733 -9.165 -20.102
H 0.074 -9.776 -22.200
H 2.255 -10.878 -22.523
H 3.492 -11.676 -20.295
C -7.076 -13.472 -25.017
S -6.470 -12.738 -23.435
O -5.144 -12.103 -23.805
C -7.627 -11.308 -23.291
H -6.769 -12.879 -25.878
H -8.164 -13.472 -25.083
H -6.835 -14.532 -25.104
H -8.671 -11.570 -23.120
H -7.694 -10.851 -24.278
H -7.355 -10.492 -22.621
C -4.176 -7.074 -17.381
O -3.864 -8.065 -18.322
C -3.368 -9.216 -18.009
O -3.105 -9.696 -16.975
O -3.251 -9.785 -19.244
C -2.875 -11.218 -19.419
H -3.665 -7.174 -16.423
H -5.202 -7.167 -17.027
H -4.061 -6.022 -17.639
H -2.451 -11.181 -20.423
H -3.748 -11.870 -19.433
H -1.997 -11.594 -18.894
C -3.902 -15.220 -24.424
O -3.007 -14.443 -23.565
C -3.158 -14.443 -22.254
O -4.027 -15.068 -21.626
O -2.221 -13.698 -21.596
C -0.993 -13.156 -22.181
H -3.833 -16.301 -24.306
H -3.610 -14.914 -25.428
H -4.959 -14.990 -24.293
H -0.767 -13.619 -23.142
H -0.071 -13.226 -21.605
H -1.118 -12.083 -22.326
C -1.988 -17.783 -28.131
O -2.875 -18.845 -28.004
C -3.845 -18.818 -27.101
O -4.034 -17.867 -26.321
O -4.525 -19.924 -27.354
C -5.754 -20.072 -26.675
H -2.559 -16.962 -28.565
H -1.036 -17.877 -28.652
H -1.704 -17.334 -27.179
H -5.664 -20.546 -25.698
H -6.390 -20.698 -27.300
H -6.281 -19.121 -26.604
C -5.005 -16.010 -32.990
O -5.641 -15.731 -31.703
C -4.920 -15.804 -30.548
O -3.802 -16.301 -30.530
O -5.570 -15.282 -29.450
C -4.862 -15.039 -28.225
H -5.595 -16.529 -33.745
H -3.941 -16.241 -32.930
H -4.865 -14.993 -33.356
H -4.235 -15.834 -27.820
H -5.482 -14.617 -27.434
H -4.125 -14.278 -28.481
C -2.110 -5.986 -20.092
O -1.992 -7.084 -20.936
C -2.834 -7.428 -21.887
O -3.756 -6.788 -22.311
O -2.425 -8.601 -22.259
C -3.242 -9.420 -23.138
H -2.054 -5.052 -20.651
H -1.360 -6.074 -19.307
H -3.110 -5.951 -19.660
H -4.263 -9.621 -22.813
H -2.843 -10.377 -23.476
H -3.221 -8.784 -24.023
C -5.645 -18.585 -23.454
O -6.646 -17.665 -23.093
C -7.371 -17.114 -24.056
O -7.560 -17.545 -25.201
O -8.122 -16.061 -23.591
C -7.973 -15.545 -22.317
H -6.151 -19.533 -23.638
H -5.041 -18.787 -22.570
H -4.970 -18.148 -24.189
H -7.814 -16.341 -21.590
H -8.932 -15.121 -22.019
H -7.158 -14.823 -22.257
C -2.531 -12.129 -25.834
O -1.952 -13.347 -26.195
C -0.622 -13.448 -26.480
O 0.276 -12.621 -26.194
O -0.450 -14.584 -27.143
C 0.863 -15.166 -27.043
H -3.563 -12.401 -25.610
H -2.476 -11.389 -26.632
H -2.025 -11.874 -24.903
H 1.149 -15.985 -27.704
H 0.971 -15.543 -26.026
H 1.592 -14.376 -27.222
```

=====

Entry 2:
Density functional theory data (wB97M-V/def2-TZVPD) for a molecular structure, C41H63N3O9S3 at a distorted geometry.

Summary:
2S+1   3
Net charge   0
Kohn-Sham gap (alpha / beta)   7.096 / 7.095 eV

XYZ file:
```
119
C41H63N3O9S3 wB97M-V/def2-TZVPD
C -2.122 -7.990 -0.622
C -1.526 -6.984 -1.748
O -1.206 -7.481 -2.853
O -1.370 -5.617 -1.382
C -2.205 -4.735 -2.187
C -1.453 -3.321 -2.399
C -2.428 -2.043 -2.347
C -1.961 -0.874 -1.357
O -2.031 -1.486 -0.013
S -1.179 -0.308 0.882
O -0.774 -0.851 2.218
O -2.203 0.779 1.038
O 0.034 -0.117 -0.261
C -0.559 -0.128 -1.613
O 0.471 -0.867 -2.354
C -0.579 1.285 -2.417
C -0.264 2.560 -1.492
C 1.275 2.740 -1.090
S 2.409 3.111 -2.524
C 3.275 4.749 -2.199
S 2.864 6.028 -3.182
N 4.230 4.758 -1.063
C 3.771 5.630 0.059
C 3.564 7.164 -0.029
C 3.085 8.016 1.179
C 2.838 7.273 2.517
C 3.077 5.729 2.658
C 3.534 4.890 1.426
C 5.602 5.132 -1.455
C 6.164 5.232 -2.893
C 7.650 5.661 -3.153
C 8.652 6.019 -1.996
C 8.098 5.878 -0.550
C 6.612 5.442 -0.282
H -2.935 -8.656 -1.076
H -1.226 -8.596 -0.224
H -2.539 -7.340 0.230
H -3.266 -4.631 -1.766
H -2.302 -5.210 -3.237
H -0.588 -3.257 -1.638
H -0.958 -3.311 -3.444
H -2.553 -1.624 -3.417
H -3.477 -2.443 -2.066
H -2.886 -0.178 -1.312
H 1.317 -0.465 -2.057
H -1.679 1.410 -2.767
H 0.036 1.245 -3.388
H -0.740 3.504 -1.958
H -0.851 2.394 -0.506
H 1.319 3.621 -0.339
H 1.676 1.832 -0.526
H 3.764 7.665 -1.047
H 2.930 9.136 1.006
H 2.478 7.887 3.406
H 2.909 5.194 3.663
H 3.726 3.763 1.477
H 5.498 5.021 -3.790
H 8.058 5.768 -4.225
H 9.728 6.346 -2.173
H 8.808 6.103 0.331
H 6.325 5.369 0.824
C -2.608 -13.648 3.510
C -2.294 -12.501 2.506
C -0.988 -12.790 1.722
C 0.295 -12.498 2.485
C 0.258 -11.092 3.072
C -0.983 -10.864 3.955
N -2.261 -11.202 3.251
O -2.512 -10.207 2.357
C -0.829 -11.704 5.248
C -0.969 -9.402 4.471
C -3.448 -12.591 1.468
H -2.627 -13.323 4.550
H -3.605 -14.069 3.349
H -1.892 -14.470 3.430
H -0.973 -12.185 0.807
H -0.975 -13.833 1.389
H 0.453 -13.245 3.268
H 1.150 -12.583 1.806
H 1.172 -10.922 3.651
H 0.279 -10.364 2.253
H -1.708 -11.605 5.891
H 0.036 -11.367 5.828
H -0.660 -12.765 5.060
H -0.937 -8.670 3.659
H -0.085 -9.215 5.088
H -1.850 -9.193 5.087
H -4.412 -12.344 1.923
H -3.521 -13.606 1.066
H -3.295 -11.929 0.611
C -1.642 11.096 -0.966
C -1.806 9.892 -1.940
C -3.228 9.283 -1.837
C -3.449 8.369 -0.641
C -2.350 7.317 -0.564
C -0.944 7.946 -0.537
N -0.718 8.900 -1.669
O -0.543 8.160 -2.800
C -0.750 8.656 0.827
C 0.113 6.812 -0.508
C -1.716 10.541 -3.349
H -0.867 10.945 -0.215
H -1.327 12.003 -1.490
H -2.573 11.329 -0.443
H -3.439 8.699 -2.742
H -3.977 10.083 -1.817
H -3.498 8.953 0.283
H -4.419 7.871 -0.737
H -2.506 6.700 0.327
H -2.444 6.640 -1.421
H 0.224 9.153 0.878
H -0.786 7.933 1.648
H -1.523 9.392 1.049
H 0.016 6.126 -1.356
H 0.007 6.202 0.394
H 1.127 7.219 -0.510
H -0.719 10.952 -3.536
H -2.435 11.362 -3.437
H -1.952 9.837 -4.152
```

=====

Entry 3:
Density functional theory data (wB97M-V/def2-TZVPD) for a molecular structure, C41H64N5P3Ti.

Summary:
2S+1   3
Net charge   0
Kohn-Sham gap (alpha / beta)   6.284 / 7.414 eV

XYZ file:
```
114
C41H64N5P3Ti wB97M-V/def2-TZVPD
Ti -0.240 -0.123 -0.277
C 1.464 -2.096 -3.882
C 2.544 -1.657 -2.898
C 3.865 -1.394 -3.627
P 1.921 -0.380 -1.707
C 3.526 0.143 -0.895
C 4.165 1.359 -1.563
C 3.423 0.351 0.610
C 1.415 1.105 -2.660
C 1.663 1.348 -4.011
C 1.377 2.560 -4.620
C 1.666 2.794 -6.078
C 0.843 3.565 -3.816
C 0.561 3.354 -2.480
C 0.801 2.109 -1.882
N 0.395 1.784 -0.587
C 0.112 2.803 0.344
C 0.999 3.847 0.596
C 0.744 4.765 1.603
C -0.394 4.675 2.398
C -0.671 5.669 3.493
C -1.275 3.630 2.139
C -1.049 2.704 1.127
P -2.141 1.290 0.727
C -3.133 1.021 2.261
C -2.285 0.525 3.427
C -4.271 0.038 1.981
C -3.384 2.104 -0.400
C -2.705 2.622 -1.666
C -4.201 3.226 0.237
H 1.774 -3.001 -4.408
H 1.266 -1.330 -4.633
H 0.526 -2.306 -3.373
H 2.722 -2.497 -2.213
H 4.163 -2.303 -4.156
H 4.680 -1.132 -2.956
H 3.785 -0.603 -4.369
H 4.176 -0.723 -1.066
H 3.562 2.253 -1.392
H 4.278 1.245 -2.641
H 5.153 1.532 -1.129
H 2.794 1.212 0.846
H 4.423 0.542 1.009
H 3.003 -0.506 1.132
H 2.106 0.569 -4.616
H 1.893 1.858 -6.588
H 2.522 3.459 -6.216
H 0.816 3.250 -6.588
H 0.623 4.535 -4.250
H 0.116 4.148 -1.895
H 1.908 3.920 0.011
H 1.460 5.558 1.788
H 0.227 6.227 3.759
H -1.032 5.173 4.395
H -1.430 6.394 3.192
H -2.160 3.535 2.761
H -3.574 1.984 2.535
H -1.806 -0.426 3.194
H -2.924 0.384 4.302
H -1.491 1.223 3.690
H -3.879 -0.925 1.648
H -4.971 0.396 1.226
H -4.837 -0.142 2.897
H -4.071 1.303 -0.692
H -2.144 3.533 -1.448
H -3.458 2.866 -2.418
H -1.999 1.914 -2.103
H -3.544 4.001 0.637
H -4.855 2.882 1.037
H -4.835 3.696 -0.520
C -0.687 -5.086 2.223
N -0.950 -3.991 1.308
C -1.981 -3.125 1.847
C 0.258 -3.250 0.922
C 0.728 -2.184 1.887
C 1.456 -2.583 3.009
C 1.876 -1.659 3.954
C 1.552 -0.321 3.762
C 0.843 0.063 2.635
C 0.408 -0.830 1.634
H -1.603 -5.662 2.370
H -0.345 -4.748 3.213
H 0.066 -5.754 1.804
H -2.943 -3.644 1.847
H -2.063 -2.218 1.241
H -1.766 -2.795 2.875
H 0.070 -2.783 -0.058
H 1.043 -3.994 0.752
H 1.710 -3.630 3.139
H 2.445 -1.975 4.819
H 1.865 0.424 4.484
H 0.644 1.128 2.523
C -4.083 -3.713 -2.523
N -4.531 -2.334 -2.342
C -4.383 -1.633 -3.615
N -3.034 -1.676 -4.172
C -2.614 -3.075 -4.271
N -2.717 -3.830 -3.023
C -1.754 -3.369 -2.022
P -1.952 -1.567 -1.618
C -3.776 -1.676 -1.275
C -2.104 -0.901 -3.348
H -4.749 -4.189 -3.248
H -4.163 -4.244 -1.573
H -4.680 -0.589 -3.487
H -5.063 -2.099 -4.332
H -1.582 -3.111 -4.627
H -3.250 -3.566 -5.010
H -0.738 -3.585 -2.353
H -1.885 -3.924 -1.088
H -4.178 -0.677 -1.104
H -3.911 -2.237 -0.347
H -1.119 -0.880 -3.818
H -2.447 0.136 -3.291
```

=====

Entry 4:
Density functional theory data (wB97M-V/def2-TZVPD) for a molecular structure, C41H65MnN8O5 at a distorted geometry.

Summary:
2S+1   6
Net charge   -1
Kohn-Sham gap (alpha / beta)   5.809 / 5.799 eV

XYZ file:
```
120
C41H65MnN8O5 wB97M-V/def2-TZVPD
Mn -3.190 -0.892 2.162
C 0.214 -0.137 1.176
C -0.844 0.628 0.457
C -0.428 0.897 -1.008
O -2.114 0.028 0.588
H 0.330 -1.146 0.779
H 0.086 -0.259 2.252
H 1.153 0.417 1.183
H -0.879 1.623 0.903
H 0.521 1.428 -1.077
H -1.162 1.572 -1.449
H -0.349 -0.058 -1.528
C -2.210 0.455 6.152
C -2.843 0.253 7.460
C -4.105 -0.744 7.551
O -4.617 -0.935 8.663
C -4.615 -1.308 6.263
C -3.989 -0.999 5.093
C -2.724 -0.128 5.027
O -2.151 0.150 3.905
O -4.355 -1.673 4.054
O -2.480 0.762 8.554
H -1.423 1.192 6.089
H -5.480 -1.954 6.240
C 1.462 4.910 3.378
C 1.349 3.426 3.001
C 0.704 2.490 4.074
C 1.179 2.673 5.445
N 1.586 2.843 6.528
H 2.069 4.989 4.280
H 0.456 5.287 3.561
H 1.918 5.531 2.607
H 2.313 2.948 2.823
H 0.753 3.332 2.094
H 0.797 1.432 3.828
H -0.361 2.714 4.140
C -4.780 1.845 -4.310
C -3.763 2.202 -3.200
C -3.895 1.268 -1.921
C -5.223 1.014 -1.457
N -6.282 0.825 -1.058
H -4.650 0.813 -4.634
H -4.670 2.485 -5.186
H -5.799 1.972 -3.947
H -3.903 3.215 -2.825
H -2.735 2.112 -3.550
H -3.322 1.663 -1.081
H -3.408 0.332 -2.196
C -1.340 0.529 -5.070
C -0.294 -0.253 -5.926
C 0.957 0.472 -6.331
C 0.846 1.830 -6.943
N 0.770 2.894 -7.423
H -0.908 0.910 -4.145
H -2.212 -0.102 -4.900
H -1.598 1.477 -5.542
H -0.844 -0.538 -6.823
H -0.044 -1.195 -5.439
H 1.562 -0.075 -7.054
H 1.624 0.564 -5.475
C 2.547 -1.599 3.514
C 3.675 -2.393 4.277
C 4.986 -2.527 3.573
C 4.895 -2.923 2.167
N 4.837 -3.205 1.040
H 2.511 -1.989 2.497
H 2.846 -0.560 3.382
H 1.591 -1.617 4.036
H 3.268 -3.388 4.458
H 3.811 -1.967 5.271
H 5.536 -3.283 4.134
H 5.575 -1.613 3.653
C -1.023 -3.481 -3.895
C -0.510 -3.170 -2.500
C -1.651 -2.915 -1.494
C -2.434 -4.126 -1.234
N -3.038 -5.078 -0.981
H -1.630 -4.386 -3.868
H -0.176 -3.624 -4.566
H -1.657 -2.685 -4.284
H 0.136 -2.293 -2.535
H 0.061 -4.037 -2.167
H -2.285 -2.164 -1.965
H -1.368 -2.578 -0.497
C 1.285 -4.165 0.448
C 0.294 -5.300 0.686
C -0.623 -5.148 1.891
C -1.336 -3.889 2.084
N -1.864 -2.871 2.254
H 2.171 -4.461 -0.113
H 1.709 -3.746 1.361
H 0.824 -3.297 -0.021
H 0.921 -6.190 0.741
H -0.319 -5.414 -0.208
H -0.188 -5.290 2.880
H -1.388 -5.915 1.767
C 1.237 3.823 -3.628
C 0.982 5.122 -2.897
C 1.250 4.899 -1.391
C 1.282 6.116 -0.619
N 1.331 7.128 -0.049
H 0.558 3.022 -3.334
H 2.215 3.361 -3.493
H 1.197 3.991 -4.704
H 0.021 5.586 -3.121
H 1.646 5.890 -3.293
H 2.179 4.368 -1.181
H 0.524 4.195 -0.983
C 3.186 -0.461 -2.719
C 3.072 -0.911 -1.271
C 3.937 -0.101 -0.258
C 3.671 1.343 -0.201
N 3.412 2.494 -0.239
H 4.189 -0.581 -3.130
H 2.813 0.551 -2.872
H 2.572 -1.162 -3.283
H 3.351 -1.964 -1.248
H 2.035 -0.738 -0.985
H 5.000 -0.249 -0.451
H 3.692 -0.440 0.749
```

=====

For each record above, in turn, the calculated E values are -3952.63566, -3635.41764, -3748.00614, -3566.51329 Ha.